No. 1
The following is a quantum chemistry calculation of 2 unconnected molecules or ions with the total composition C9H11NO3, from the OMol25 dataset.

Output
SMILES = CON(C)c1ccccc1.O=C=O
Energy above the lowest of the compared OMol25 structures with the same formula, charge and spin = 82.55 kcal/mol
Lowest unoccupied orbital energy = 0.62 eV
Maximum force = 0.0825 hartree/bohr

```
24
Properties=species:S:1:pos:R:3:lowdin_charge:R:1
C -2.28621 -0.03255 -1.10199 -0.09
O -2.09976 0.49928 0.23576 -0.22
N -1.06621 -0.53016 0.97883 -0.06
C -1.40235 -0.39329 2.33101 -0.10
C 0.23619 -0.01641 0.55494 -0.29
C 1.21519 -0.91062 0.32564 -0.03
C 2.48646 -0.46093 -0.05807 -0.06
C 2.60880 0.93090 -0.15447 -0.12
C 1.58245 1.79691 0.06027 -0.10
C 0.35161 1.32306 0.41960 -0.04
H -1.20680 -0.22035 -1.45811 0.09
H -2.73897 0.74921 -1.64223 0.05
H -2.97253 -0.99427 -1.09370 0.12
H -2.16620 -1.19801 2.61010 0.11
H -0.52100 -0.63119 2.92818 0.10
H -1.80001 0.55660 2.53137 0.07
H 1.05983 -1.91389 0.34422 0.09
H 3.36754 -1.17912 -0.12933 0.13
H 3.48210 1.44122 -0.58382 0.11
H 1.77694 2.89533 0.11632 0.13
H -0.42114 2.08627 0.67513 0.14
O 0.96489 0.33956 -3.73382 0.19
C 1.55406 -0.62089 -3.42161 -0.42
O 2.11459 -1.62370 -3.31511 0.20
```

No. 2
The following is a quantum chemistry calculation of a single C6H12O molecule, from the OMol25 dataset.

Output
SMILES = COCC1(C)CC1
Energy above the lowest of the compared OMol25 structures with the same formula, charge and spin = 46.68 kcal/mol
Lowest unoccupied orbital energy = 1.04 eV
Maximum force = 0.0136 hartree/bohr

```
19
Properties=species:S:1:pos:R:3:lowdin_charge:R:1
C -1.62733 -1.92582 0.81251 -0.12
O -1.55243 -0.69373 0.17083 -0.21
C -0.57939 0.12418 0.75165 -0.20
C 0.44511 0.51104 -0.28324 -0.49
C 0.58696 -0.45440 -1.43380 -0.01
C 0.56810 1.97247 -0.52464 -0.09
C 1.60197 1.24097 0.28877 -0.09
H -2.10960 -1.74349 1.77846 0.09
H -0.64240 -2.38805 1.03498 0.10
H -2.19740 -2.55518 0.12573 0.09
H -1.09346 0.98872 1.17828 0.13
H -0.03532 -0.37446 1.56617 0.13
H -0.40386 -0.89983 -1.52222 0.08
H 1.36468 -1.22018 -1.28267 0.09
H 0.81878 0.10060 -2.34614 0.08
H -0.12546 2.59876 0.02387 0.10
H 0.82459 2.28965 -1.52877 0.10
H 1.60073 1.38153 1.37100 0.11
H 2.55574 1.04722 -0.18077 0.10
```

No. 3
The following is a quantum chemistry calculation of a single C2H4N4O molecule, from the OMol25 dataset.

Output
SMILES = Nc1nnc(N)o1
Energy above the lowest of the compared OMol25 structures with the same formula, charge and spin = 23.90 kcal/mol
Lowest unoccupied orbital energy = 0.75 eV
Maximum force = 0.0689 hartree/bohr

```
11
Properties=species:S:1:pos:R:3:lowdin_charge:R:1
N 1.27577 0.82637 1.84778 0.11
C 0.62846 0.01638 0.84605 -0.47
N 0.89155 -1.16482 0.44826 0.07
N 0.07725 -1.40328 -0.70325 0.07
C -0.58928 -0.26339 -0.86973 -0.47
N -1.50449 -0.08304 -1.83654 0.15
O -0.32564 0.65337 0.10734 0.12
H 2.04358 0.30556 2.29608 0.09
H 0.63029 1.15591 2.60655 0.11
H -1.58782 0.83132 -2.22979 0.10
H -1.53968 -0.87437 -2.51274 0.13
```

No. 4
The following is a quantum chemistry calculation of 2 unconnected molecules or ions with the total composition C4H14NOS, from the OMol25 dataset.

Output
Energy above the lowest of the compared OMol25 structures with the same formula, charge and spin = 19.31 kcal/mol
Total charge = +1
Lowest unoccupied orbital energy = -3.34 eV
Maximum force = 0.0390 hartree/bohr

```
21
Properties=species:S:1:pos:R:3:lowdin_charge:R:1
C 1.64603 -1.09498 -0.46522 -0.03
C 0.90947 0.12523 0.01328 -0.30
C -0.19503 -0.11099 1.05008 -0.22
C -0.88181 1.18750 1.50246 -0.53
S 0.27905 2.49103 2.03975 0.76
N 0.21891 0.75140 -1.30596 0.22
H 0.91614 -1.83718 -0.78249 0.08
H 2.27435 -0.88538 -1.33101 0.09
H 2.27007 -1.52450 0.30804 0.10
H 1.42263 0.99978 0.29407 0.08
H 0.29223 -0.68126 1.83774 0.13
H -0.88924 -0.78531 0.54282 0.10
H -1.37579 1.59814 0.62437 0.05
H -1.66803 0.93366 2.20851 0.09
H -0.20944 2.55683 3.27222 -0.13
H -0.74520 0.92834 -1.02303 0.13
H 0.65648 1.65823 -1.47478 0.16
H 0.21893 0.26798 -2.20070 0.16
H -2.15666 -1.65745 -2.08024 0.06
H -1.44192 -2.92719 -1.61714 0.06
O -1.54119 -1.99389 -1.41277 -0.05
```

No. 5
The following is a quantum chemistry calculation of a molecular structure, CH2CaF3O4S, from the OMol25 dataset.

Output
2S+1 = 2
Lowest unoccupied orbital energy (spin up / spin down) = -0.61 / -0.70 eV
Expectation value of S² = 0.750
Maximum force = 0.0936 hartree/bohr

```
12
Properties=species:S:1:pos:R:3:lowdin_charge:R:1
Ca -1.66802 2.23331 1.76855 1.08
O -1.24681 0.10505 1.52297 -0.62
S 0.12559 0.18035 0.45028 0.69
O 1.16355 -0.42763 1.28982 -0.30
O 0.00243 1.68907 0.41071 -0.58
C 1.02970 0.14858 -1.20437 -0.69
F 2.09038 0.94237 -1.16366 0.16
F 1.47834 -1.07144 -1.49823 0.14
F 0.21737 0.56710 -2.16839 0.14
O -1.01605 -1.41212 -0.11457 -0.28
H -0.41279 -2.00110 -0.58653 0.03
H -1.76371 -0.95354 1.29341 0.23
```

No. 6
The following is a quantum chemistry calculation of a gas-phase ion, C5H10NS (charge +1), from the OMol25 dataset.

Output
Energy above the lowest of the compared OMol25 structures with the same formula, charge and spin = 111.01 kcal/mol
Total charge = +1
Lowest unoccupied orbital energy (spin up / spin down) = -5.50 / -5.50 eV
Maximum force = 0.0985 hartree/bohr

```
17
Properties=species:S:1:pos:R:3:lowdin_charge:R:1
C -1.21108 0.09484 1.14923 -0.16
C 0.21735 -0.57109 1.37845 -0.11
C -1.06365 1.29898 0.29464 0.21
C 1.20355 -0.41136 0.20350 -0.18
C 0.14624 -0.48591 -2.19408 -0.31
N 0.52400 0.19185 -0.97460 -0.55
S 1.33910 0.85440 -2.22510 0.98
H -2.00800 -0.54761 0.75409 0.13
H -1.31340 0.33617 2.18042 0.12
H 0.55216 0.01072 2.17666 0.10
H 0.08592 -1.55341 1.66662 0.10
H -1.80592 1.57546 -0.43080 0.09
H -0.34437 2.14614 0.48322 0.13
H 2.11269 0.21165 0.36723 0.12
H 1.80220 -1.36589 0.06115 0.15
H 0.52254 -1.56640 -2.39157 0.15
H -0.75932 -0.21854 -2.49906 0.03
```

No. 7
The following is a quantum chemistry calculation of a single C7H12 molecule, from the OMol25 dataset.

Output
SMILES = CC1CC2(CC2)C1
Energy above the lowest of the compared OMol25 structures with the same formula, charge and spin = 35.60 kcal/mol
Lowest unoccupied orbital energy = 1.14 eV
Maximum force = 0.0072 hartree/bohr

```
19
Properties=species:S:1:pos:R:3:lowdin_charge:R:1
C -2.62715 -0.05883 0.05823 -0.07
C -1.13291 -0.32373 0.01505 -0.35
C -0.20805 0.32476 -1.05514 -0.08
C 0.91372 0.17284 -0.01172 -0.43
C 1.99054 -0.85345 -0.24670 -0.09
C 2.34768 0.54990 0.16669 -0.09
C -0.16140 0.24570 1.06567 -0.10
H -3.11128 -0.43882 -0.84975 0.07
H -2.85902 1.00857 0.14645 0.07
H -3.08567 -0.57634 0.91073 0.07
H -0.96315 -1.40814 -0.01760 0.14
H -0.07746 -0.20570 -2.00326 0.11
H -0.50440 1.36508 -1.24560 0.11
H 2.16009 -1.07006 -1.30313 0.10
H 2.18264 -1.69681 0.41166 0.10
H 2.90382 1.19871 -0.50288 0.10
H 2.62061 0.65100 1.21714 0.10
H -0.33547 1.32631 1.18959 0.12
H -0.05313 -0.21098 2.05457 0.11
```

No. 8
The following is a quantum chemistry calculation of 2 unconnected molecules or ions with the total composition C2H9O2, from the OMol25 dataset.

Output
Energy above the lowest of the compared OMol25 structures with the same formula, charge and spin = 12.83 kcal/mol
Total charge = +1
Lowest unoccupied orbital energy = -3.66 eV
Maximum force = 0.0372 hartree/bohr

```
13
Properties=species:S:1:pos:R:3:lowdin_charge:R:1
O 0.58361 1.95483 -1.38699 0.00
H 0.83849 1.17294 -0.05433 0.11
H 0.71638 2.90538 -1.47688 0.10
H 0.41069 1.59544 -2.26800 0.10
C -0.29704 -0.55484 -0.09045 -0.07
O 0.78756 0.34843 0.56612 0.07
C -0.58820 -1.69555 0.90968 -0.03
H -1.19700 0.05850 -0.04832 0.13
H 0.16322 -0.59314 -1.07296 0.13
H 0.57524 0.72002 1.44285 0.18
H 0.01566 -1.51596 1.79530 0.09
H -1.65454 -1.67145 1.07008 0.08
H -0.35405 -2.72460 0.61391 0.10
```